Molecular formula: C42H50F3N4
Method: DFT, ωB97M-V with the def2-TZVPD basis set

## Properties
- Charge: +1
- DFT total energy: -2148.7107 a.u.
- Max |F|: 5.3 eV/A
- Multiplicity: 1
- Kohn-Sham gap: 6.54 eV

Last column: Löwdin charge in e.
Cartesian coordinates (Å):
C1 -1.769771 4.169672 -1.448063  -0.05
C2 -0.758180 4.026609 -0.312052  -0.39
C3 -0.729129 5.262735 0.581540  -0.05
C4 0.630727 3.667062 -0.858730  -0.12
C5 1.351019 4.618269 -1.581105  -0.02
C6 2.621793 4.323748 -2.068011  -0.03
C7 3.213776 3.091884 -1.805229  -0.01
C8 2.532310 2.128755 -1.062377  -0.12
C9 3.210775 0.821868 -0.642557  -0.37
C10 4.630750 1.052432 -0.121418  -0.06
C11 3.199211 -0.206880 -1.764175  -0.04
C12 1.188304 2.379532 -0.718641  -0.09
N1 0.431088 1.360347 -0.025366  0.03
N2 0.235146 1.599794 1.288301  0.24
N3 -0.453121 0.532235 1.751196  0.04
C13 -0.603166 0.351660 3.195725  -0.09
C14 -1.479362 1.168424 3.948840  -0.14
C15 -2.243603 2.324294 3.312500  -0.38
C16 -2.026846 3.649712 4.053201  -0.06
C17 -3.740326 2.009946 3.199607  -0.05
C18 -1.688237 0.891463 5.307399  -0.02
C19 -1.015694 -0.156298 5.933274  -0.03
C20 -0.077654 -0.894490 5.216360  -0.01
C21 0.171428 -0.616391 3.868570  -0.13
C22 1.297374 -1.353202 3.157357  -0.38
C23 0.954574 -2.814708 2.898899  -0.04
C24 2.628721 -1.232227 3.921147  -0.05
C25 -0.792151 -0.335199 0.714032  -0.08
C26 -1.658016 -1.454815 0.892904  -0.14
C27 -1.591305 -2.494096 -0.071663  0.02
C28 -2.449205 -3.567157 0.024287  0.01
C29 -3.340708 -3.633205 1.069832  -0.11
C30 -4.268668 -4.807833 1.139244  -0.52
F1 -5.082469 -4.807720 2.229029  0.13
F2 -5.092327 -4.869299 0.045876  0.13
F3 -3.590272 -5.997084 1.169624  0.13
C31 -3.415437 -2.648886 2.054906  0.03
C32 -2.577783 -1.559493 1.961263  0.02
C33 -0.148811 0.127235 -0.401803  -0.10
C34 -0.475096 -0.122622 -1.823397  -0.05
H1 -1.806297 3.251476 -2.048416  0.08
H2 -2.773889 4.357220 -1.048660  0.09
H3 -1.495102 5.001637 -2.112493  0.09
H4 -1.064617 3.182485 0.316572  0.09
H5 -0.041417 5.107124 1.418884  0.09
H6 -0.404824 6.151660 0.027905  0.08
H7 -1.725666 5.454169 0.993053  0.08
H8 0.903478 5.595596 -1.748106  0.12
H9 3.172223 5.078039 -2.627460  0.12
H10 4.221610 2.869950 -2.148941  0.12
H11 2.614609 0.423854 0.191747  0.12
H12 4.634566 1.796773 0.683767  0.09
H13 5.030391 0.115372 0.280909  0.09
H14 5.297616 1.398653 -0.920720  0.08
H15 2.177182 -0.472751 -2.051185  0.05
H16 3.711965 0.181825 -2.652658  0.09
H17 3.704953 -1.123092 -1.442952  0.09
H18 -1.827557 2.435627 2.303187  0.10
H19 -0.957231 3.884777 4.102255  0.09
H20 -2.534145 4.467859 3.524009  0.08
H21 -2.419791 3.602342 5.078083  0.08
H22 -3.901359 1.083694 2.630038  0.07
H23 -4.187891 1.880911 4.198212  0.09
H24 -4.266171 2.826627 2.684227  0.09
H25 -2.398788 1.504418 5.875353  0.12
H26 -1.209302 -0.387497 6.985245  0.12
H27 0.490076 -1.693755 5.705112  0.12
H28 1.430914 -0.852927 2.191021  0.11
H29 -0.001699 -2.899186 2.372719  0.06
H30 1.729426 -3.278354 2.277164  0.09
H31 0.879918 -3.367764 3.843256  0.09
H32 2.847590 -0.180943 4.159333  0.09
H33 2.596795 -1.803378 4.862161  0.08
H34 3.452811 -1.621288 3.304463  0.09
H35 -0.861911 -2.408018 -0.868944  0.11
H36 -2.405082 -4.353241 -0.725378  0.14
H37 -4.109419 -2.732865 2.870967  0.13
H38 -2.639626 -0.773033 2.719056  0.11
H39 -1.549735 0.021248 -1.960697  0.11
H40 -0.160873 0.748054 -2.392274  0.09
C35 -1.019006 -3.506540 -4.183744  -0.08
N4 0.068320 -2.546808 -3.985071  -0.16
C36 1.038058 -2.557367 -5.000420  -0.23
C37 1.255225 -3.760845 -5.731366  -0.04
C38 2.285462 -3.898896 -6.675648  -0.07
C39 3.136204 -2.814910 -6.972792  -0.09
C40 2.881920 -1.607168 -6.319177  -0.09
C41 1.837505 -1.466689 -5.388113  -0.04
C42 -0.221137 -1.389768 -3.158178  -0.05
H41 -1.143509 -3.808569 -5.246600  0.09
H42 -0.757945 -4.434245 -3.654176  0.09
H43 -2.005567 -3.141474 -3.854905  0.09
H44 0.631015 -4.662123 -5.574836  0.10
H45 2.461507 -4.852479 -7.194921  0.11
H46 3.943223 -2.911703 -7.680944  0.10
H47 3.512010 -0.741208 -6.535068  0.10
H48 1.656801 -0.479270 -4.977974  0.09
H49 0.437388 -0.581890 -3.667356  0.08
H50 -1.380861 -1.297415 -3.278851  0.11

Atomic forces in eV per Å
C -0.034 -0.020 -0.175
C 0.230 -0.500 -0.111
C 0.192 0.016 0.100
C -0.670 -0.240 -0.225
C 0.228 -0.289 0.180
C -0.025 0.054 -0.062
C -0.246 0.034 0.266
C -0.336 -0.715 -0.155
C -0.273 0.285 0.127
C -0.030 0.131 0.091
C -0.023 -0.147 -0.215
C 0.628 0.876 -0.230
N -0.789 -1.006 2.813
N 0.114 -2.198 -0.793
N 0.780 1.153 -1.205
C -0.101 0.364 1.495
C -0.297 0.136 -0.333
C 0.050 -0.077 -0.223
C 0.204 -0.048 -0.001
C -0.072 -0.132 -0.042
C 0.179 -0.125 -0.198
C -0.044 -0.051 -0.058
C -0.101 0.215 -0.099
C 0.197 -0.245 -0.561
C 0.104 0.203 -0.019
C -0.118 -0.163 -0.131
C -0.030 0.171 0.010
C 1.215 1.118 1.783
C -1.013 -1.823 -0.202
C -0.024 0.999 0.716
C 0.404 -0.141 -0.552
C -0.684 -0.109 0.789
C -1.052 -1.533 -0.069
F 0.711 0.255 -0.714
F 0.738 0.185 0.747
F -0.344 1.007 -0.080
C 0.340 -0.248 -0.610
C 0.508 0.693 -0.239
C -0.280 2.161 -0.644
C 0.402 -0.579 0.260
H -0.032 0.195 0.029
H 0.195 0.009 -0.094
H -0.120 -0.212 0.149
H -0.183 0.294 -0.144
H -0.056 0.106 -0.082
H -0.100 -0.127 0.132
H 0.124 0.007 -0.110
H 0.176 -0.157 0.034
H -0.131 -0.175 0.067
H -0.175 0.173 0.109
H 0.208 -0.021 -0.089
H 0.057 -0.109 -0.171
H -0.014 0.150 -0.118
H -0.086 -0.115 0.201
H 0.116 0.011 -0.036
H -0.063 -0.108 0.131
H -0.040 0.101 -0.094
H -0.288 0.175 0.133
H -0.186 0.026 0.067
H 0.087 -0.224 0.157
H 0.084 0.065 -0.270
H -0.084 0.233 0.130
H 0.116 0.055 -0.332
H 0.123 -0.233 0.170
H 0.359 -0.267 -0.287
H 0.083 0.112 -0.407
H -0.215 0.390 -0.190
H 0.128 -0.132 0.021
H 0.131 -0.128 0.106
H -0.122 0.004 0.172
H 0.019 0.058 -0.190
H -0.026 -0.304 -0.024
H 0.066 0.186 -0.317
H -0.259 0.048 0.221
H -0.118 -0.208 0.042
H -0.089 0.053 0.185
H -0.167 -0.058 0.099
H 0.001 -0.402 -0.371
H -0.133 -0.805 0.519
H 0.857 -0.170 -0.094
C 0.032 -0.992 0.144
N -0.672 -0.124 1.464
C 1.252 -0.505 -0.911
C 0.195 -0.670 -0.102
C 0.179 0.706 -0.019
C -0.986 -0.123 0.868
C -0.203 -0.116 -0.032
C 0.223 -0.196 0.077
C -1.755 3.327 -3.762
H 0.204 0.591 0.632
H -0.487 0.077 0.009
H 0.546 0.129 0.184
H 0.578 0.778 0.115
H -0.336 0.443 0.392
H 0.064 -0.007 -0.035
H -0.295 -0.201 0.045
H 0.254 -0.108 0.061
H -1.844 -1.325 0.497
H 2.170 0.151 -0.512